No. 1
Computed, not measured: a 3-piece molecular cluster, C7H19NO2 overall, with ωB97M-V with the def2-TZVPD basis set.

## Properties
2S+1: 1
LUMO, eV: 0.68
HOMO level, eV: -8.3452
SMILES: CCN1CCC[C@@H]1C.O.O
Electronic energy, eV: -13149.080

```
29
C7H19NO2 (ωB97M-V with the def2-TZVPD basis set)
C -0.05 2.51 0.29
C -0.01 1.28 1.21
N -0.18 -0.02 0.58
C -1.53 -0.47 0.40
C -1.72 -0.31 -1.16
C -0.34 -0.94 -1.72
C 0.73 -0.24 -0.61
C 1.63 -1.40 -0.02
H -0.79 2.59 -0.54
H 0.86 2.84 -0.12
H -0.32 3.40 1.00
H 1.01 1.17 1.79
H -0.85 1.58 1.94
H -2.35 0.12 0.87
H -1.70 -1.52 0.74
H -2.43 -0.95 -1.64
H -1.77 0.59 -1.67
H -0.29 -2.07 -1.58
H 0.00 -0.60 -2.76
H 1.31 0.56 -0.93
H 2.61 -0.81 0.23
H 1.85 -2.22 -0.75
H 1.13 -1.88 0.83
H -1.31 -2.37 2.76
H -1.13 -0.76 3.13
O -1.57 -1.68 3.39
H 1.93 1.67 -2.59
H 2.68 0.77 -1.65
O 2.62 1.11 -2.57
```


No. 2
Computed, not measured: H2N3P3 as an isolated structure, with ωB97M-V with the def2-TZVPD basis set.

## Properties
2S+1: 3
⟨S²⟩: 2.025
LUMO (alpha / beta), eV: -0.69 / -3.42
HOMO level (alpha / beta), eV: -7.6621 / -9.2025
Electronic energy, eV: -32365.320

```
8
H2N3P3 (ωB97M-V with the def2-TZVPD basis set)
N -1.04 -0.78 0.97
N 0.09 -1.23 -1.18
N -0.85 1.64 1.76
P 0.05 0.53 1.13
P -0.99 -1.83 -0.14
P 1.56 -1.08 -1.65
H -0.33 2.56 1.73
H 1.52 0.18 -2.61
```


No. 3
Computed, not measured: an isolated ion of composition C5H9N and charge -1, with ωB97M-V with the def2-TZVPD basis set.

## Properties
2S+1: 2
⟨S²⟩: 0.779
LUMO (alpha / beta), eV: 4.29 / 4.12
HOMO level (alpha / beta), eV: -1.1277 / -0.7789
Charge: -1
Electronic energy, eV: -6816.844

```
15
C5H9N (ωB97M-V with the def2-TZVPD basis set)
C 0.34 -0.02 1.77
N -1.84 -1.26 0.33
C -0.61 -0.93 -0.41
C 0.20 0.07 0.28
C 1.07 0.90 -0.37
C 0.92 1.39 -1.68
H -0.54 -0.45 2.25
H 0.42 1.01 2.16
H 1.28 -0.56 2.01
H 0.01 -1.82 -0.66
H -2.42 -1.90 -0.21
H -1.34 -0.50 -1.12
H 1.78 1.42 0.29
H 1.49 2.22 -2.06
H 0.32 0.76 -2.34
```


No. 4
Computed, not measured: one molecule with the formula C5H9FO, with ωB97M-V with the def2-TZVPD basis set.

## Properties
2S+1: 1
LUMO, eV: 0.89
HOMO level, eV: -10.3594
SMILES: CC1(C)O[C@@]1(C)F
Electronic energy, eV: -10094.094

```
16
C5H9FO (ωB97M-V with the def2-TZVPD basis set)
C -0.16 -0.54 0.32
C 0.79 -0.24 -0.68
C -1.19 -1.53 0.18
C -0.56 0.63 1.22
C 1.42 1.32 -0.95
O 1.23 -0.97 0.36
F 0.63 -0.93 -1.83
H -1.50 -1.80 1.18
H -0.76 -2.44 -0.31
H -2.03 -1.14 -0.46
H -0.79 0.40 2.21
H -1.60 0.90 0.93
H 0.10 1.52 1.01
H 0.50 1.80 -1.39
H 2.29 1.31 -1.77
H 1.65 1.72 -0.01
```


No. 5
Computed, not measured: C3H8OSi as an isolated structure, with ωB97M-V with the def2-TZVPD basis set.

## Properties
2S+1: 1
LUMO (alpha / beta), eV: -0.32 / -0.23
HOMO level (alpha / beta), eV: -7.6959 / -7.7243
Electronic energy, eV: -13158.783

```
13
C3H8OSi (ωB97M-V with the def2-TZVPD basis set)
C -0.47 0.07 -0.51
C 0.35 -1.30 1.77
C -1.25 1.11 0.09
O 0.36 0.48 -1.43
Si 1.57 -0.64 0.58
H -0.79 -0.89 -0.33
H -0.10 -2.12 1.16
H -0.96 1.20 1.15
H -2.23 0.68 0.12
H -1.25 2.07 -0.42
H 0.42 -0.02 -2.26
H 2.42 0.59 0.72
H 1.96 -1.24 -0.65
```


No. 6
Computed, not measured: a 2-piece molecular cluster, C4H11NO2 overall, with ωB97M-V with the def2-TZVPD basis set.

## Properties
2S+1: 1
LUMO, eV: 0.59
HOMO level, eV: -9.6033
SMILES: CC(N)=O.CCO
Electronic energy, eV: -9911.601

```
18
C4H11NO2 (ωB97M-V with the def2-TZVPD basis set)
C -1.41 -0.79 2.06
C -1.56 0.68 2.45
O -1.85 -0.99 0.72
H -0.34 -1.03 2.10
H -1.95 -1.42 2.76
H -0.60 1.16 2.56
H -2.25 -1.87 0.66
H -2.10 0.81 3.39
H -2.14 1.24 1.71
C 0.73 1.43 -0.78
C 1.45 0.33 -1.52
O 2.58 0.44 -1.95
N 0.78 -0.86 -1.57
H 1.03 1.42 0.26
H -0.34 1.37 -0.91
H 1.14 -1.57 -2.18
H -0.14 -1.06 -1.22
H 0.98 2.41 -1.20
```


Summary of ΔE to the lowest compared entry with this formula, charge and spin in kJ/mol
280.8; 168.5; 182.3; 164.0; 699.1; 61.8
(order as listed above)